(1)
Formula: C34H37N3O4RuSi
Source: OMol25
Level of theory: ωB97M-V/def2-TZVPD

Results
HOMO-LUMO gap (alpha / beta) (eV): 4.99 / 5.40
Net charge: -1
Multiplicity: 2
HOMO (alpha / beta) (eV): -2.84 / -3.25
Max |F| (eV/A): 3.53

The geometry in XYZ format:
```
80
Properties=species:S:1:pos:R:3:forces:R:3:mulliken_spin:R:1
Ru -1.589 -0.329 -0.211 -0.91 -2.00 -2.76 0.906
C -3.119 -1.969 -0.825 -0.32 -0.35 0.86 0.064
C -1.871 -2.494 -1.268 0.49 -0.29 0.89 -0.018
C -1.392 -1.674 -2.296 0.68 -0.03 -0.27 0.103
C -2.303 -0.618 -2.461 0.23 1.04 0.11 -0.032
C -3.384 -0.810 -1.557 -0.63 0.73 0.00 -0.034
C -4.680 -0.063 -1.525 -0.13 0.10 -0.07 0.000
C -2.222 0.433 -3.525 0.01 0.09 -0.05 0.009
C -0.215 -1.972 -3.168 0.20 0.06 0.02 -0.011
C -1.224 -3.771 -0.822 0.03 -0.09 0.07 0.004
C -4.118 -2.629 0.079 -0.09 -0.14 -0.02 -0.005
H -5.455 -0.545 -2.138 0.07 0.01 0.01 0.002
H -4.566 0.958 -1.898 0.02 -0.02 0.04 0.001
H -5.070 0.004 -0.508 0.02 -0.01 0.00 0.000
H -2.508 0.039 -4.507 -0.02 0.00 0.03 -0.001
H -1.208 0.833 -3.626 -0.02 -0.03 0.00 -0.001
H -2.881 1.275 -3.304 0.04 -0.01 0.02 -0.001
H 0.570 -2.501 -2.619 -0.05 0.04 -0.01 0.000
H 0.231 -1.061 -3.578 -0.03 -0.03 0.02 0.003
H -0.488 -2.605 -4.022 -0.04 0.00 0.01 0.009
H -1.335 -4.567 -1.568 -0.03 0.03 0.01 0.000
H -1.656 -4.140 0.110 0.02 0.04 -0.01 -0.002
H -0.153 -3.639 -0.647 -0.02 0.02 -0.01 0.000
H -5.015 -2.927 -0.477 0.04 0.00 -0.01 0.001
H -4.446 -1.970 0.886 -0.02 0.01 -0.04 0.006
H -3.718 -3.536 0.537 -0.01 0.03 -0.02 0.000
O -0.566 -0.180 6.788 -0.30 0.16 -0.12 0.001
C -1.436 -0.865 6.215 0.51 -0.74 0.32 0.001
O -2.335 -1.593 6.681 -0.09 0.30 -0.06 0.001
C -1.296 -0.932 4.680 0.38 0.84 -0.21 0.006
C -2.070 -1.759 3.904 -0.36 -0.46 -0.36 -0.009
C -1.977 -1.725 2.512 0.06 0.03 0.34 0.007
N -1.141 -0.913 1.868 -0.45 0.49 -0.19 -0.025
C -0.325 -0.187 2.636 1.37 0.82 -0.81 0.014
C -0.365 -0.134 3.998 -0.28 -0.32 0.97 -0.008
C 0.825 0.528 1.927 -1.12 -0.42 0.83 0.033
O 1.675 1.154 2.505 0.34 0.14 -0.05 -0.002
O 0.812 0.321 0.615 0.88 0.04 -0.67 -0.017
H -2.768 -2.419 4.406 -0.01 0.03 -0.07 -0.001
H -2.598 -2.342 1.883 -0.05 0.02 0.06 0.013
H 0.314 0.490 4.563 -0.02 -0.03 -0.03 0.001
C 4.829 3.750 -1.296 -0.01 0.00 0.05 0.000
C 4.596 3.377 0.025 -0.04 -0.09 -0.06 0.000
C 3.779 2.291 0.313 0.03 0.07 -0.04 0.001
C 3.178 1.556 -0.718 0.04 0.27 -0.02 0.002
C 3.421 1.951 -2.038 0.14 0.08 0.02 0.000
C 4.243 3.037 -2.330 -0.08 -0.12 0.09 0.000
Si 2.084 0.071 -0.468 -0.50 0.15 0.37 -0.003
C 2.991 -1.436 0.076 0.14 -0.22 -0.01 -0.002
C 3.340 -1.649 1.412 0.06 -0.08 0.08 0.001
C 4.030 -2.792 1.791 -0.03 0.04 -0.09 0.000
C 4.381 -3.737 0.835 0.01 -0.01 0.01 0.000
C 4.044 -3.541 -0.497 -0.08 0.14 -0.03 0.000
C 3.349 -2.395 -0.874 0.11 -0.16 0.13 0.001
H 5.464 4.600 -1.514 -0.01 -0.02 0.00 0.000
H 5.049 3.936 0.835 -0.02 -0.01 -0.03 0.000
H 3.586 2.028 1.347 -0.03 -0.03 -0.05 0.000
H 2.971 1.396 -2.856 -0.02 0.03 0.02 0.001
H 4.416 3.326 -3.360 0.00 -0.01 0.02 0.000
H 1.469 -0.158 -1.784 -0.09 -0.02 -0.04 0.002
H 3.066 -0.924 2.172 0.04 -0.02 -0.05 0.002
H 4.290 -2.943 2.830 -0.02 -0.02 0.00 0.000
H 4.911 -4.633 1.132 0.01 0.01 -0.01 0.000
H 4.312 -4.281 -1.241 -0.01 -0.01 0.01 0.000
H 3.073 -2.259 -1.916 0.00 0.01 0.04 0.000
C 1.046 4.516 -1.171 -0.03 0.01 0.01 0.000
C -0.102 3.705 -0.670 0.00 0.07 -0.07 0.000
C -1.099 3.982 0.237 -0.12 -0.04 0.07 0.000
C -1.872 2.801 0.333 0.05 0.34 -0.03 -0.005
N -1.387 1.870 -0.481 0.00 -0.11 1.17 -0.033
N -0.323 2.442 -1.077 0.11 -0.21 -0.22 0.009
C -3.047 2.547 1.217 0.04 0.00 -0.06 -0.006
H 0.900 5.564 -0.915 -0.01 -0.02 0.01 0.000
H 1.147 4.441 -2.255 -0.02 0.00 0.00 0.000
H 1.986 4.181 -0.727 -0.04 0.01 0.00 0.000
H -1.246 4.909 0.769 0.00 -0.07 -0.02 0.000
H 0.227 1.885 -1.711 -0.05 0.00 -0.02 0.006
H -3.458 3.490 1.582 0.01 -0.05 -0.03 0.000
H -2.764 1.937 2.076 0.07 -0.03 0.04 0.000
H -3.811 1.991 0.678 -0.03 -0.02 -0.04 0.005
```
Forces are in eV/Å.

***

(2)
Formula: C34H37N5O3RuS
Source: OMol25
Level of theory: ωB97M-V/def2-TZVPD

Results
HOMO-LUMO gap (alpha / beta) (eV): 7.93 / 6.01
Net charge: +2
Multiplicity: 5
HOMO (alpha / beta) (eV): -14.12 / -14.13
Max |F| (eV/A): 0.26

The geometry in XYZ format:
```
81
Properties=species:S:1:pos:R:3:forces:R:3:mulliken_spin:R:1
Ru 1.748 0.449 -0.091 0.19 0.06 0.02 1.630
C -3.303 -0.703 1.387 0.00 -0.01 0.00 -0.002
C -3.188 -0.464 2.868 -0.04 0.01 0.01 -0.002
C -4.282 -0.062 3.633 0.02 -0.01 -0.11 0.000
C -4.170 0.146 4.998 0.02 0.00 0.06 0.000
C -2.954 -0.042 5.643 -0.07 0.02 0.03 0.000
C -1.852 -0.445 4.909 0.08 -0.03 -0.06 -0.002
C -1.981 -0.650 3.541 0.01 0.01 0.00 0.004
N -0.821 -1.046 2.780 -0.09 -0.02 0.14 0.004
C -0.007 -0.162 2.206 -0.01 0.03 -0.08 0.001
N -0.237 1.151 2.384 0.11 -0.08 0.01 0.035
C 0.634 2.194 2.024 -0.14 -0.01 0.10 0.000
C 1.638 2.032 1.068 -0.06 -0.08 -0.07 0.046
C 2.537 3.065 0.808 0.13 -0.06 -0.12 -0.023
C 2.383 4.276 1.446 -0.08 0.10 0.10 -0.019
C 1.349 4.448 2.367 0.04 -0.06 -0.05 0.056
C 0.470 3.424 2.682 0.02 0.01 -0.01 -0.020
C -0.614 3.608 3.708 0.02 0.01 -0.01 -0.001
N 1.024 -0.535 1.462 0.11 0.03 -0.13 0.118
C 1.268 -1.884 1.051 -0.05 -0.06 0.13 -0.055
C 0.575 -2.365 -0.071 0.06 0.02 0.05 0.013
C 0.849 -3.630 -0.559 -0.01 -0.02 -0.04 -0.013
C 1.806 -4.410 0.075 0.00 -0.04 -0.03 0.018
C 2.475 -3.935 1.195 0.01 0.04 0.01 -0.006
C 2.228 -2.668 1.712 -0.06 0.06 -0.03 0.011
C 2.942 -2.198 2.948 0.02 -0.03 0.01 0.021
H -4.276 -0.385 1.019 0.00 0.01 0.00 0.000
H -3.191 -1.764 1.148 0.00 0.00 0.02 0.000
H -2.541 -0.159 0.823 -0.02 0.01 0.02 0.003
H -5.238 0.084 3.144 0.01 0.00 0.01 0.000
H -5.039 0.454 5.565 0.01 0.00 0.00 0.000
H -2.867 0.113 6.710 -0.01 0.00 -0.01 0.000
H -0.894 -0.614 5.387 -0.02 0.00 -0.01 0.000
H -0.678 -2.021 2.556 0.02 0.00 -0.02 0.000
H -0.996 1.373 3.016 -0.01 0.04 -0.01 -0.016
H 3.330 2.932 0.081 0.00 0.02 0.01 -0.004
H 3.061 5.091 1.233 -0.01 -0.01 0.00 0.000
H 1.239 5.400 2.870 0.00 0.00 0.00 0.002
H -0.591 4.618 4.112 0.01 0.00 -0.01 0.000
H -0.495 2.919 4.549 -0.01 0.00 -0.01 0.000
H -1.610 3.457 3.280 0.00 -0.01 0.01 -0.001
H -0.201 -1.752 -0.516 -0.03 0.00 -0.02 0.005
H 0.307 -4.013 -1.414 0.01 0.00 0.01 0.000
H 2.022 -5.404 -0.293 0.00 0.01 0.00 0.000
H 3.205 -4.566 1.687 -0.01 0.00 0.00 0.000
H 2.739 -2.879 3.777 0.00 0.01 -0.01 0.001
H 2.639 -1.199 3.253 0.00 0.02 -0.02 -0.007
H 4.022 -2.203 2.796 0.00 0.00 0.00 -0.003
C 3.852 -0.558 -5.258 0.01 -0.03 0.01 0.000
C 3.247 -1.440 -4.176 -0.05 0.05 -0.03 0.011
N 1.822 -1.146 -3.922 0.07 -0.04 -0.03 0.004
C 0.821 -1.838 -4.768 0.04 0.01 0.02 -0.001
C 0.326 -0.981 -5.923 -0.01 0.01 0.01 0.001
C 1.421 -0.260 -3.037 -0.12 -0.01 -0.07 0.006
S 2.638 0.714 -2.193 -0.01 0.06 0.14 0.169
N 0.111 -0.028 -2.925 0.03 0.01 0.09 0.055
C -0.503 0.588 -1.948 -0.01 -0.04 -0.11 0.007
O -0.019 0.849 -0.772 0.04 -0.04 0.07 0.065
C -1.898 1.011 -2.145 -0.03 0.01 -0.01 -0.038
C -2.496 1.888 -1.239 0.00 0.01 0.01 -0.002
C -3.800 2.303 -1.443 0.00 0.00 0.02 0.001
C -4.515 1.834 -2.539 0.01 -0.02 -0.03 -0.002
C -3.924 0.955 -3.439 -0.02 0.02 0.02 0.001
C -2.616 0.548 -3.248 0.00 -0.01 -0.02 0.000
H 4.908 -0.803 -5.369 -0.01 0.01 0.00 -0.001
H 3.773 0.498 -4.999 0.00 0.00 -0.01 0.002
H 3.372 -0.719 -6.222 0.00 0.01 0.01 0.000
H 3.787 -1.328 -3.238 0.01 0.00 0.01 -0.002
H 3.298 -2.489 -4.458 -0.01 -0.01 0.00 0.000
H -0.006 -2.138 -4.128 -0.01 -0.01 0.00 0.001
H 1.308 -2.740 -5.135 0.00 0.00 0.00 0.000
H -0.142 -0.068 -5.557 0.01 0.00 -0.01 0.000
H -0.415 -1.544 -6.490 0.01 0.01 0.00 0.000
H 1.134 -0.714 -6.601 -0.01 0.00 0.01 0.000
H -1.929 2.258 -0.395 -0.01 0.01 -0.02 -0.001
H -4.261 2.998 -0.754 0.00 0.00 0.00 0.000
H -5.535 2.159 -2.696 0.01 0.00 0.00 0.000
H -4.483 0.593 -4.290 0.00 0.00 0.00 0.000
H -2.144 -0.131 -3.945 0.00 0.01 0.01 -0.002
O 3.961 0.100 0.649 -0.22 -0.04 -0.13 0.810
O 4.442 0.548 1.648 0.07 0.04 0.14 1.123
```
Forces are in eV/Å.

***

(3)
Formula: C34H37N5O5S2SbV
Source: OMol25
Level of theory: ωB97M-V/def2-TZVPD

Results
HOMO-LUMO gap (alpha / beta) (eV): 6.95 / 7.55
Net charge: +1
Multiplicity: 2
HOMO (alpha / beta) (eV): -10.49 / -10.63
Max |F| (eV/A): 1.81

The geometry in XYZ format:
```
85
Properties=species:S:1:pos:R:3:forces:R:3:mulliken_spin:R:1
V -1.402 -1.614 0.295 0.28 -0.04 1.02 1.497
O -0.248 -3.770 1.694 -0.08 -0.14 0.06 0.000
C -1.011 -3.823 2.896 0.07 0.08 -0.13 -0.004
C -2.491 -3.661 2.622 0.07 0.06 -0.11 0.010
N -2.826 -2.452 1.837 -0.31 0.54 -0.29 -0.016
C -3.144 -1.271 2.671 -0.04 -0.21 -0.12 -0.003
C -3.084 0.023 1.852 0.33 -0.31 -0.21 0.012
O -3.772 0.968 2.142 -0.14 0.08 0.05 0.007
O -2.213 0.005 0.857 -1.39 0.21 0.62 -0.021
C -3.895 -2.768 0.861 0.16 -0.10 -0.06 0.025
C -3.268 -3.362 -0.413 0.45 -0.04 0.30 0.010
O -3.943 -3.844 -1.277 -0.09 -0.12 -0.14 0.001
O -1.937 -3.245 -0.446 -1.17 -0.73 -0.49 -0.017
H -0.473 -4.521 1.132 -0.09 -0.02 -0.05 0.002
H -0.629 -3.016 3.517 0.00 0.00 0.04 0.000
H -0.857 -4.767 3.423 0.05 -0.02 0.03 0.000
H -3.043 -3.651 3.567 -0.06 -0.06 -0.01 0.000
H -2.827 -4.524 2.046 -0.04 -0.04 0.03 -0.002
H -2.383 -1.188 3.449 0.02 -0.04 0.06 0.002
H -4.122 -1.345 3.147 -0.04 -0.05 0.04 0.000
H -4.435 -1.860 0.591 0.00 0.03 0.02 0.000
H -4.631 -3.486 1.224 -0.06 0.06 0.20 0.006
C 4.484 -2.292 -0.025 0.00 0.02 0.03 -0.004
C 3.561 -2.967 0.979 0.00 0.10 -0.06 -0.003
N 2.601 -2.067 1.615 -0.05 0.10 -0.12 -0.040
C 1.474 -1.658 1.007 -0.13 0.14 0.28 0.026
S 0.180 -0.939 1.942 0.41 0.24 -0.04 -0.079
N 1.363 -1.771 -0.293 -0.37 -0.06 -0.45 -0.081
N 0.094 -1.489 -0.750 1.63 0.32 -0.71 -0.350
C 0.073 -1.233 -2.185 0.19 0.03 0.34 0.084
C 0.823 -2.282 -2.993 -0.17 -0.17 0.01 -0.018
C -1.367 -1.040 -2.594 -0.06 -0.01 0.23 -0.025
C -1.793 -1.037 -3.907 0.00 0.05 -0.11 -0.002
C -3.135 -0.816 -4.169 0.01 -0.01 -0.04 0.003
C -3.999 -0.558 -3.118 -0.02 0.06 -0.07 0.001
C -3.495 -0.575 -1.835 0.14 0.13 0.16 0.026
N -2.212 -0.840 -1.576 0.24 -0.27 -0.21 -0.033
H 5.136 -3.036 -0.487 -0.02 0.01 0.02 0.000
H 5.109 -1.547 0.466 -0.01 -0.02 -0.02 0.000
H 3.904 -1.804 -0.808 0.03 -0.01 0.02 -0.001
H 4.149 -3.412 1.779 -0.03 -0.06 0.02 0.001
H 2.996 -3.762 0.488 -0.01 -0.05 0.00 0.001
H 2.638 -1.935 2.610 0.02 -0.04 0.01 -0.002
H 1.819 -2.408 -2.581 0.02 0.02 -0.02 0.001
H 0.899 -1.994 -4.042 -0.01 -0.01 0.03 0.000
H 0.279 -3.226 -2.919 0.03 0.01 -0.03 0.003
H -1.089 -1.198 -4.712 -0.03 -0.02 0.01 0.000
H -3.500 -0.840 -5.187 0.01 0.03 0.00 0.000
H -5.047 -0.351 -3.285 0.01 -0.03 0.01 0.000
H -4.121 -0.353 -0.981 0.01 -0.03 0.05 -0.001
S 0.953 0.396 -2.541 -0.04 -0.30 -0.02 -0.038
Sb 0.897 1.605 -0.525 0.27 0.90 -0.21 0.011
C 1.655 3.386 -1.396 0.06 0.00 -0.08 0.001
C 2.392 3.415 -2.577 -0.07 0.04 0.08 -0.002
C 2.990 4.600 -2.990 -0.01 -0.01 0.03 -0.001
C 2.851 5.753 -2.231 0.00 -0.03 0.01 0.000
C 2.102 5.730 -1.061 0.03 0.01 -0.02 0.000
C 1.511 4.549 -0.639 -0.04 -0.08 -0.06 0.000
C 2.504 1.409 0.811 -0.17 -0.42 -0.02 -0.004
C 2.369 1.594 2.180 0.17 -0.04 0.04 0.002
C 3.509 1.556 2.972 0.01 0.01 -0.02 -0.003
C 4.753 1.324 2.397 -0.04 0.00 0.01 0.001
C 4.869 1.143 1.026 0.01 0.04 -0.04 0.000
C 3.740 1.187 0.220 0.06 0.10 0.17 0.000
C -0.951 2.348 0.074 0.04 -0.02 0.08 0.007
C -1.188 2.700 1.394 -0.16 0.18 -0.07 0.003
C -2.316 3.457 1.686 0.16 0.03 -0.04 0.001
C -3.179 3.839 0.670 0.03 0.02 -0.04 0.000
C -2.943 3.446 -0.641 -0.06 0.02 0.02 0.000
C -1.817 2.699 -0.951 0.00 0.01 0.09 -0.002
H 2.505 2.527 -3.188 0.03 0.00 0.03 0.001
H 3.571 4.618 -3.904 -0.03 0.00 0.01 0.000
H 3.332 6.669 -2.547 -0.04 -0.01 -0.01 0.000
H 1.982 6.632 -0.475 0.01 -0.02 0.00 0.000
H 0.932 4.542 0.280 0.01 0.02 -0.02 0.000
H 1.405 1.755 2.640 0.02 -0.03 -0.02 0.003
H 3.422 1.707 4.040 0.01 0.00 -0.01 0.000
H 5.636 1.288 3.023 -0.02 0.01 -0.02 0.000
H 5.841 0.973 0.579 -0.02 0.00 0.01 0.000
H 3.833 1.066 -0.854 0.00 -0.05 0.00 0.000
H -0.540 2.372 2.195 0.03 0.02 -0.01 -0.003
H -2.517 3.740 2.710 -0.03 -0.02 -0.02 0.000
H -4.044 4.447 0.901 -0.02 -0.06 0.01 0.000
H -3.631 3.729 -1.427 0.01 0.01 0.02 0.000
H -1.623 2.402 -1.976 0.03 0.04 -0.02 0.000
```
Forces are in eV/Å.